Entry A
# CH4NO2Si

A cluster of 2 separate species, CH4NO2Si in total (ωB97M-V/def2-TZVPD, the OMol25 dataset).

CARTESIAN COORDINATES (ANGSTROEM)
C: -0.446 -2.661 1.035
N: 0.974 1.623 0.066
O: 0.298 -1.090 0.120
O: -1.621 -2.544 0.843
Si: -0.287 0.272 -0.327
H: 1.379 2.066 -0.776
H: 1.699 1.142 0.531
H: -0.605 0.218 -1.731
H: -1.391 0.975 0.239

Properties
**Total charge**: -1
**Gap between HOMO and LUMO**: 8.76 eV
**HOMO**: -4.35 eV

***

Entry B
# CH4NO2Si

A cluster of 2 separate species, CH4NO2Si in total (ωB97M-V/def2-TZVPD, the OMol25 dataset).

CARTESIAN COORDINATES (ANGSTROEM)
C: 1.665 -0.232 -0.199
N: -1.187 0.801 0.373
O: 1.756 0.917 -0.588
O: 2.412 -1.092 0.198
Si: -0.241 -0.587 0.017
H: -0.799 1.724 0.561
H: -2.082 0.741 0.861
H: -1.062 -0.885 -2.439
H: -0.462 -1.387 1.215

Properties
**Total charge**: -1
**Gap between HOMO and LUMO (alpha / beta)**: 7.08 / 7.09 eV
**HOMO (alpha / beta)**: -3.32 / -3.32 eV

***

Most stable: entry A. Least stable: entry B.

***

Entry A
# C7H9N2O

A structure of composition C7H9N2O (ωB97M-V/def2-TZVPD, the OMol25 dataset).

CARTESIAN COORDINATES (ANGSTROEM)
C: 0.344 1.715 0.498
C: 1.665 1.306 0.973
C: 0.685 -1.580 -0.238
C: 1.903 -1.433 0.131
C: -1.895 0.916 -0.630
C: -1.851 -0.581 -0.677
C: -0.527 0.801 0.034
N: 1.501 0.168 1.577
N: -0.506 -0.607 0.037
O: 2.453 -0.726 1.149
H: 0.122 2.715 0.499
H: 2.569 1.569 0.398
H: 0.541 -2.128 -1.161
H: 2.605 -2.175 -0.317
H: -1.823 1.376 -1.583
H: -2.538 1.487 0.055
H: -2.627 -0.977 -0.056
H: -1.855 -0.899 -1.683
H: -0.765 -0.948 0.992

Properties
**Total charge**: +1
**Gap between HOMO and LUMO**: 9.62 eV
**HOMO**: -14.04 eV

***

Entry B
# C7H9N2O

The ion C7H9N2O with charge +1 (ωB97M-V/def2-TZVPD, the OMol25 dataset).

CARTESIAN COORDINATES (ANGSTROEM)
C: 2.532 -1.296 0.461
C: 1.693 -0.265 -0.189
O: 2.030 0.680 -0.911
C: 0.183 -0.293 0.034
N: -0.439 -1.463 0.106
C: -1.717 -1.634 -0.050
C: -2.447 -0.443 -0.433
C: -1.846 0.729 -0.368
N: -0.518 0.849 0.054
C: -0.011 2.145 0.165
H: 3.535 -1.339 -0.037
H: 2.059 -2.269 0.182
H: 2.577 -1.028 1.458
H: -2.082 -2.695 0.058
H: -3.576 -0.451 -0.748
H: -2.416 1.648 -0.254
H: 0.501 2.182 -0.785
H: -0.869 2.765 0.354
H: 0.813 2.179 0.904

Properties
**Total charge**: +1
**Gap between HOMO and LUMO**: 8.98 eV
**HOMO**: -14.47 eV

***

Most stable: entry B. Least stable: entry A.

***

Entry A
# CH3N2S

A cluster of 2 separate species, CH3N2S in total (ωB97M-V/def2-TZVPD, the OMol25 dataset).

CARTESIAN COORDINATES (ANGSTROEM)
C: -0.323 0.145 0.146
N: -0.850 -1.047 0.295
N: 0.767 0.816 0.261
S: -1.979 0.170 -0.260
H: -0.033 -2.259 -1.117
H: 1.609 0.363 0.612
H: 0.808 1.811 0.062

Properties
**Total charge**: +1
**Gap between HOMO and LUMO (alpha / beta)**: 7.16 / 9.84 eV
**HOMO (alpha / beta)**: -14.80 / -15.39 eV

***

Entry B
# CH3N2S

The ion CH3N2S with charge +1 (ωB97M-V/def2-TZVPD, the OMol25 dataset).

CARTESIAN COORDINATES (ANGSTROEM)
C: -0.054 0.267 -0.139
N: -1.344 0.223 -0.456
N: 0.805 -0.254 0.658
S: -0.390 1.532 -1.159
H: -1.504 -0.645 -1.068
H: 0.769 -1.133 1.306
H: 1.718 0.009 0.858

Properties
**Total charge**: +1
**Gap between HOMO and LUMO**: 9.97 eV
**HOMO**: -15.13 eV

***

Entry C
# CH3N2S

A cluster of 2 separate species, CH3N2S in total (ωB97M-V/def2-TZVPD, the OMol25 dataset).

CARTESIAN COORDINATES (ANGSTROEM)
C: 0.896 -0.276 1.215
N: 0.885 -0.470 -0.130
N: -1.078 0.626 -0.275
S: 2.231 0.476 0.241
H: 0.344 -1.086 -0.738
H: -1.600 0.583 0.632
H: -1.677 0.148 -0.945

Properties
**Total charge**: +1
**Gap between HOMO and LUMO (alpha / beta)**: 7.83 / 9.74 eV
**HOMO (alpha / beta)**: -16.21 / -15.88 eV

***

Most stable: entry B. Least stable: entry C.

***

Entry A
# C7H10O2

The molecule C7H10O2 (ωB97M-V/def2-TZVPD, the OMol25 dataset).

CARTESIAN COORDINATES (ANGSTROEM)
C: 1.866 0.908 -2.327
C: 0.798 0.772 -1.277
C: 0.533 1.775 -0.347
O: -0.193 1.229 0.725
C: -0.417 -0.093 0.549
C: -0.988 -0.975 1.383
C: -1.387 -0.488 2.803
O: -1.292 -2.276 0.888
C: 0.136 -0.438 -0.819
H: 1.660 0.973 -3.369
H: 2.572 0.070 -2.266
H: 2.397 1.769 -1.954
H: 0.516 2.838 -0.432
H: -2.065 0.413 2.619
H: -0.568 -0.278 3.569
H: -1.978 -1.250 3.326
H: -1.058 -3.018 1.551
H: 0.632 -1.425 -0.697
H: -0.673 -0.702 -1.605

Properties
**Gap between HOMO and LUMO**: 8.13 eV
**HOMO**: -7.37 eV

***

Entry B
# C7H10O2

The molecule C7H10O2 (ωB97M-V/def2-TZVPD, the OMol25 dataset).

CARTESIAN COORDINATES (ANGSTROEM)
O: 2.577 -0.971 -2.824
C: 2.224 -0.531 -1.795
O: 3.035 -0.562 -0.656
C: 0.822 0.002 -1.679
C: 0.144 0.149 -0.563
C: 0.395 -0.222 0.935
C: -0.813 0.018 1.723
C: -1.952 0.000 0.683
C: -1.285 0.710 -0.447
H: 2.554 -0.213 0.056
H: 0.239 0.382 -2.646
H: 0.826 -1.260 1.161
H: 1.247 0.245 1.333
H: -0.882 -0.731 2.682
H: -0.936 1.160 2.291
H: -2.360 -0.826 0.257
H: -3.030 0.429 1.002
H: -1.230 1.747 -0.229
H: -1.576 0.474 -1.284

Properties
**Gap between HOMO and LUMO**: 10.71 eV
**HOMO**: -10.09 eV

***

Most stable: entry A. Least stable: entry B.

***

Entry A
# C5H8O4

A structure of composition C5H8O4 (ωB97M-V/def2-TZVPD, the OMol25 dataset).

CARTESIAN COORDINATES (ANGSTROEM)
C: -0.375 -0.733 0.596
C: -0.658 0.035 -0.902
C: 1.446 1.759 -0.085
C: 0.042 1.393 0.319
C: -0.622 -1.633 -0.795
O: 0.941 -0.972 1.019
O: -1.392 -0.977 1.361
O: -0.701 2.072 0.943
O: -1.693 -2.358 -0.586
H: 0.928 -0.841 1.977
H: -1.959 -1.988 0.535
H: -1.638 0.504 -0.926
H: 0.010 0.251 -1.727
H: 0.314 -2.080 -1.126
H: 1.814 2.575 0.536
H: 1.439 2.097 -1.122
H: 2.103 0.896 -0.017

Properties
**Gap between HOMO and LUMO**: 8.14 eV
**HOMO**: -8.20 eV

***

Entry B
# C5H8O4

The molecule C5H8O4 (ωB97M-V/def2-TZVPD, the OMol25 dataset).

CARTESIAN COORDINATES (ANGSTROEM)
O: -3.158 -0.039 0.247
C: -2.110 0.546 0.366
C: -0.672 -0.250 0.589
O: 0.459 0.496 0.168
C: 0.837 0.783 1.530
C: -0.323 -0.073 2.063
O: -1.549 0.674 2.616
C: 0.046 -1.300 2.862
O: -0.942 -2.288 2.696
H: -1.978 1.600 0.036
H: -0.768 -1.266 0.185
H: 1.856 0.439 1.754
H: 0.733 1.852 1.766
H: -1.306 1.103 3.442
H: 1.029 -1.665 2.519
H: 0.150 -1.006 3.923
H: -0.876 -2.931 3.405

Properties
**Gap between HOMO and LUMO**: 9.62 eV
**HOMO**: -9.10 eV

***

Most stable: entry B. Least stable: entry A.

***

Entry A
# C7H10F3N4O

The ion C7H10F3N4O with charge +1 (ωB97M-V/def2-TZVPD, the OMol25 dataset).

CARTESIAN COORDINATES (ANGSTROEM)
C: -3.554 1.417 -0.675
N: -2.163 1.569 -0.491
C: -1.414 0.606 -0.044
O: -1.832 -0.508 0.258
N: -0.058 0.848 0.028
N: 0.705 -0.325 0.298
C: 1.984 -0.056 0.936
C: 3.112 0.760 0.199
F: 4.227 0.852 0.820
F: 3.405 0.303 -1.071
F: 2.602 1.964 -0.112
C: -0.021 -1.431 1.053
C: 0.069 -2.592 0.315
C: 0.551 -2.180 -0.970
N: 0.993 -0.998 -1.075
H: -3.995 0.516 -0.279
H: -4.082 2.186 -0.220
H: -3.904 1.291 -1.622
H: -1.853 2.446 -0.697
H: 0.304 1.654 -0.444
H: 1.870 0.446 1.850
H: 2.405 -1.001 1.166
H: -0.077 -1.237 2.134
H: -0.007 -3.702 0.440
H: 0.733 -2.829 -1.797

Properties
**Total charge**: +1
**Gap between HOMO and LUMO**: 9.30 eV
**HOMO**: -13.47 eV

***

Entry B
# C7H10F3N4O

The ion C7H10F3N4O with charge +1 (ωB97M-V/def2-TZVPD, the OMol25 dataset).

CARTESIAN COORDINATES (ANGSTROEM)
C: 0.682 1.292 1.185
C: -2.195 1.000 -0.931
C: 1.503 0.109 0.773
C: -0.779 0.692 -0.673
C: 0.454 -0.998 0.320
C: -0.427 -1.300 1.538
C: 2.643 0.254 -0.276
N: -0.421 1.498 0.451
N: -2.620 1.772 0.093
N: 0.714 -1.991 -0.544
N: -2.908 0.574 -1.991
O: -1.644 1.903 0.977
F: 3.363 -0.798 -0.549
F: 2.193 0.644 -1.516
F: 3.410 1.221 0.159
H: 0.895 1.802 1.995
H: 1.962 -0.306 1.621
H: -0.201 0.672 -1.587
H: -0.579 -0.407 2.231
H: -0.073 -2.243 1.992
H: -1.430 -1.350 1.132
H: 0.327 -2.878 -0.183
H: 1.355 -2.037 -1.347
H: -2.358 0.288 -2.764
H: -3.867 0.589 -2.111

Properties
**Total charge**: +1
**Gap between HOMO and LUMO (alpha / beta)**: 7.01 / 7.01 eV
**HOMO (alpha / beta)**: -11.99 / -11.99 eV

***

Most stable: entry A. Least stable: entry B.